Entry from OMol25: a cluster of 2 separate species, C2H8N2O in total in a non-equilibrium geometry (the ωB97M-V functional and the def2-TZVPD basis).

Each line ends with the Mulliken charge.
Element x y z (Å)
O 0.597 -0.897 -2.631  -0.651
N -1.457 -0.805 0.108  -0.325
N 0.391 0.607 0.236  -0.380
C 1.237 0.884 1.408  -0.739
C -0.802 0.262 0.584  -0.080
H 1.429 1.995 1.421  0.232
H 0.479 -1.187 -3.517  0.306
H 0.738 0.578 2.409  0.274
H 2.224 0.348 1.320  0.238
H -2.288 -1.108 0.415  0.176
H -1.331 0.966 1.239  0.433
H -1.100 -1.344 -0.673  0.209
H -0.117 -0.298 -2.319  0.307

Atoms 1-2, force components in eV/Å:
O -0.1 0.5 1.8
N 2.6 0.6 -2.5

Properties
- LUMO: 1.0 eV
- Frontier orbital gap: 8.91 eV
- SMILES string: C/N=C/N.O

=====

Entry from OMol25: a cluster of 2 separate species, C2H8N2O2 in total in a non-equilibrium geometry (the ωB97M-V functional and the def2-TZVPD basis).

Each line ends with the Mulliken charge.
Element x y z (Å)
O -0.755 1.221 0.809  -0.164
O 0.368 -0.355 -0.978  -0.448
N -0.528 -0.087 0.857  0.032
N 0.512 -0.292 1.777  -0.324
C -1.694 1.632 -0.234  -0.396
C 1.300 -1.409 -1.089  -0.667
H -1.513 2.692 -0.326  0.226
H 2.062 -1.425 -0.351  0.246
H -2.755 1.520 0.156  0.210
H 1.207 0.351 2.021  0.225
H 1.588 -1.196 -2.065  0.286
H 0.885 -2.463 -1.147  0.232
H 0.664 -1.277 1.705  0.276
H -1.341 1.090 -1.135  0.267

Atoms 1-2, force components in eV/Å:
O 0.3 0.6 0.1
O -0.4 -0.1 1.3

Properties
- LUMO (alpha / beta): 0.8 / 0.4 eV
- Frontier orbital gap (alpha / beta): 9.67 / 8.20 eV

=====

Entry from OMol25: a cluster of 2 separate species, C2H8N2O2 in total in a non-equilibrium geometry (the ωB97M-V functional and the def2-TZVPD basis).

Each line ends with the Mulliken charge.
Element x y z (Å)
O -2.268 0.891 0.259  -0.522
O 2.312 0.220 -0.057  -0.586
N 0.500 -1.314 0.061  -0.113
N -0.399 -0.279 0.403  -0.853
C 1.804 1.361 0.106  0.075
C -1.552 -0.126 -0.439  -0.299
H 1.438 -1.158 -0.149  0.259
H 0.044 -2.016 -0.560  0.376
H 1.919 2.049 0.927  0.285
H -1.405 0.129 -1.436  0.270
H -1.628 1.141 0.977  0.379
H -2.406 -0.901 -0.438  0.268
H 1.059 1.792 -0.684  0.142
H 0.583 -1.788 1.030  0.322

Atoms 1-2, force components in eV/Å:
O 0.9 1.1 0.5
O 0.3 4.4 0.7

Properties
- LUMO: 0.5 eV
- Frontier orbital gap: 7.84 eV

=====

Entry from OMol25: a cluster of 2 separate species, C2H8N2O2 in total in a non-equilibrium geometry (the ωB97M-V functional and the def2-TZVPD basis).

Each line ends with the Mulliken charge.
Element x y z (Å)
O 2.622 0.450 0.781  -0.679
O -2.109 0.698 -0.828  -0.642
N -0.410 -0.277 0.451  -0.128
N 0.131 1.253 -1.314  -0.582
C -1.236 -1.419 0.944  -0.793
C -0.909 0.581 -0.465  0.599
H -0.969 -2.405 0.498  0.241
H 0.602 -0.355 0.463  0.223
H -2.240 -1.018 0.693  0.348
H 2.797 1.377 0.712  0.325
H -0.284 2.041 -1.906  0.284
H 0.332 0.532 -1.932  0.237
H 2.770 0.140 -0.150  0.327
H -1.096 -1.598 2.054  0.242

Atoms 1-2, force components in eV/Å:
O 0.2 -1.5 -1.4
O 2.6 -0.3 1.9

Properties
- LUMO: 0.6 eV
- Frontier orbital gap: 10.12 eV
- SMILES string: CNC(N)=O.O

=====

Entry from OMol25: a cluster of 2 separate species, C2H8N2O2 in total in a non-equilibrium geometry (the ωB97M-V functional and the def2-TZVPD basis).

Each line ends with the Mulliken charge.
Element x y z (Å)
O 2.183 -0.722 -0.182  -0.661
O -1.074 1.718 0.518  -0.606
N 0.332 0.422 1.749  -0.480
N -0.653 -0.408 -0.198  -0.286
C -0.408 0.702 0.590  0.559
C -1.459 -0.149 -1.393  -0.828
H 2.538 -0.456 0.676  0.321
H 0.425 -0.538 2.030  0.251
H -1.050 0.692 -1.958  0.290
H 0.093 1.076 2.476  0.234
H -2.476 0.059 -1.071  0.246
H -1.458 -0.990 -2.080  0.350
H 0.152 -1.002 -0.363  0.305
H 2.856 -0.406 -0.794  0.303

Atoms 1-2, force components in eV/Å:
O 0.7 0.0 0.0
O 0.7 0.4 -0.6

Properties
- LUMO: 0.6 eV
- Frontier orbital gap: 10.11 eV
- SMILES string: CNC(N)=O.O

=====

Entry from OMol25: an isolated molecule of C2H8N2O2 in a non-equilibrium geometry (the ωB97M-V functional and the def2-TZVPD basis).

Each line ends with the Mulliken charge.
Element x y z (Å)
O -0.635 -0.758 1.530  -0.459
O -0.118 1.308 2.294  -0.433
N -0.507 0.612 1.159  0.120
N 0.591 0.634 0.221  -0.376
C 0.099 0.405 -1.144  -0.339
C 0.120 -1.106 -1.357  -1.040
H 0.994 1.565 0.307  0.243
H 1.100 -1.362 -0.848  0.282
H -0.911 0.810 -1.288  0.335
H -0.704 -1.588 -0.834  0.238
H 0.084 -1.342 -2.418  0.366
H -1.583 -0.944 1.507  0.365
H 0.662 0.875 2.688  0.340
H 0.808 0.891 -1.817  0.357

Atoms 1-2, force components in eV/Å:
O 0.4 0.1 0.0
O 0.1 0.1 0.0

Properties
- LUMO: 1.1 eV
- Frontier orbital gap: 10.07 eV
- SMILES string: CCNN(O)O

=====

For each record above, in turn, the calculated electronic energy values are -7229.7028, -9272.9099, -9273.8688, -9278.8851, -9279.5476, -9275.0870 eV.
For each record above, in turn, the calculated energy above the lowest of the compared OMol25 structures with the same formula, charge and spin values are 253.27, 675.46, 582.94, 98.94, 35.02, 465.40 kJ/mol.